DFT (ωB97M-V/def2-TZVPD) results for 7 unconnected molecules or ions with the total composition C26H46NO14S5.

Last column: Mulliken charge in e.
Positions of all 92 atoms, in Å:
N (-25.486270, -9.622730, 19.581710)  -0.823
H (-25.242220, -8.695860, 19.263200)  0.435
H (-25.842380, -10.108340, 18.770860)  0.396
H (-26.158460, -9.601850, 20.335250)  0.408
H (-24.680620, -10.123840, 19.928010)  0.436
C (-25.473740, -15.754380, 25.314620)  -0.743
C (-25.911690, -14.603080, 24.467170)  0.600
C (-27.354730, -13.901240, 24.808670)  0.284
O (-27.707660, -12.901950, 24.221870)  -0.761
C (-28.048920, -14.544530, 25.838540)  -0.395
C (-27.645730, -15.523240, 26.636910)  0.245
C (-26.298840, -16.198430, 26.325030)  0.508
O (-25.934950, -17.352680, 26.854210)  -0.775
O (-28.498020, -15.965400, 27.507950)  -0.791
O (-25.174980, -14.121990, 23.598990)  -0.750
H (-24.512630, -16.203430, 25.112070)  0.398
H (-29.010930, -14.118590, 26.082470)  0.355
C (-30.125270, -6.942290, 27.726410)  -0.691
C (-28.870000, -6.486510, 28.332880)  -0.425
C (-27.849930, -6.514140, 27.261930)  -0.737
S (-28.660540, -5.618560, 25.861140)  1.033
O (-28.095760, -6.007380, 24.553680)  -0.640
O (-28.848450, -4.199530, 26.176080)  -0.625
C (-30.283510, -6.435480, 26.222370)  -0.621
H (-30.973490, -6.580390, 28.307490)  0.295
H (-30.163060, -8.031360, 27.750600)  0.332
H (-28.765660, -7.182990, 29.164830)  0.298
H (-29.026010, -5.491130, 28.748790)  0.296
H (-27.614730, -7.498230, 26.856530)  0.359
H (-26.970880, -5.892000, 27.430200)  0.409
H (-30.443790, -7.219910, 25.482720)  0.358
H (-30.992260, -5.625350, 26.050690)  0.357
C (-27.383990, -17.768830, 14.007600)  -0.513
C (-26.883350, -17.954590, 15.414220)  -0.643
C (-26.099920, -16.745130, 15.823870)  -0.720
S (-26.829470, -15.281730, 15.098540)  1.040
O (-25.734500, -14.624520, 14.447840)  -0.639
O (-27.596460, -14.607770, 16.097480)  -0.613
C (-27.855390, -16.308260, 13.865680)  -0.695
H (-28.203880, -18.486450, 13.977620)  0.300
H (-26.569180, -17.908800, 13.297250)  0.307
H (-26.344170, -18.876720, 15.631180)  0.348
H (-27.788030, -18.023260, 16.018320)  0.319
H (-25.157840, -16.801350, 15.278500)  0.327
H (-25.848710, -16.579260, 16.871480)  0.441
H (-27.922030, -15.677640, 12.979130)  0.423
H (-28.856260, -16.338110, 14.296360)  0.308
C (-19.233830, -7.784690, 12.665880)  -0.637
C (-17.981100, -8.588540, 13.072360)  -0.519
C (-17.925010, -8.755550, 14.572250)  -0.617
S (-19.453450, -7.993810, 15.282900)  1.031
O (-19.266530, -6.605650, 15.586300)  -0.616
O (-20.097640, -8.866010, 16.275460)  -0.648
C (-20.321910, -8.104980, 13.674160)  -0.710
H (-19.527510, -8.017870, 11.642410)  0.348
H (-18.970110, -6.728020, 12.621310)  0.337
H (-17.181550, -7.915320, 12.763190)  0.239
H (-17.980280, -9.558420, 12.574930)  0.343
H (-17.094440, -8.290640, 15.103400)  0.413
H (-18.030320, -9.819440, 14.784760)  0.292
H (-21.255210, -7.541950, 13.681570)  0.442
H (-20.462230, -9.180470, 13.565820)  0.295
C (-26.344640, 0.163010, 15.734420)  -0.548
C (-27.440750, -0.181960, 16.726600)  -0.633
C (-27.893570, -1.623120, 16.498460)  -0.649
S (-26.340860, -2.528070, 15.988410)  1.062
O (-26.591840, -3.188430, 14.727700)  -0.619
O (-25.826220, -3.292910, 17.119280)  -0.632
C (-25.338250, -0.941080, 15.732830)  -0.724
H (-25.974570, 1.186590, 15.793020)  0.379
H (-26.879270, 0.202700, 14.785370)  0.263
H (-28.297460, 0.474370, 16.573710)  0.319
H (-27.124060, 0.055590, 17.742170)  0.307
H (-28.689530, -1.813520, 15.778530)  0.351
H (-28.149250, -2.227490, 17.368790)  0.369
H (-24.660490, -1.240420, 14.933370)  0.419
H (-24.708140, -0.926460, 16.622120)  0.333
C (-33.978720, -11.383300, 17.232440)  -0.678
C (-34.685110, -10.421120, 16.244700)  -0.650
C (-33.820460, -9.190330, 16.083470)  -0.598
S (-32.924780, -8.957020, 17.632830)  1.064
O (-33.662060, -7.973600, 18.482300)  -0.644
O (-31.446930, -8.896910, 17.514590)  -0.647
C (-33.294020, -10.605720, 18.329930)  -0.596
H (-33.207990, -11.852520, 16.620980)  0.271
H (-34.587090, -12.236400, 17.532770)  0.378
H (-35.647640, -10.144480, 16.674900)  0.314
H (-34.903710, -10.872310, 15.276840)  0.339
H (-34.456250, -8.342910, 15.827050)  0.345
H (-33.108440, -9.355890, 15.274950)  0.379
H (-33.853500, -10.553730, 19.263940)  0.354
H (-32.370780, -11.064110, 18.684360)  0.364

Forces on atoms 1 to 6 (eV/Å):
N 0.1 -0.2 -0.2
H 0.3 0.7 0.2
H -0.5 -0.6 -0.3
H -0.7 0.1 0.4
H 0.7 -0.3 0.2
C -1.4 3.6 -2.0

Output
- Relative energy (zero: lowest compared OMol25 entry of this formula, charge and spin): 730.2 kJ/mol
- LUMO: 0.112 eV
- Total charge: -1

---

DFT (ωB97M-V/def2-TZVPD) results for 2 unconnected molecules or ions with the total composition C2H7S2.

Last column: Löwdin spin population.
Positions of all 11 atoms, in Å:
C (0.181369, 0.735653, -1.232838)  0.001
S (1.017609, 1.834008, -2.477528)  0.000
H (-0.504616, 1.335938, -0.643553)  0.000
H (0.977542, 0.309336, -0.640391)  0.000
H (-0.379894, 0.028262, -1.831407)  0.000
H (2.137603, 2.006980, -1.777823)  0.000
C (-1.528606, -1.502968, 1.276993)  0.109
S (-0.287822, -1.491990, 2.549544)  0.845
H (-1.443126, -0.491351, 0.851922)  0.035
H (-2.551192, -1.604808, 1.625501)  0.002
H (-1.276349, -2.188319, 0.479184)  0.007

Forces on atoms 1 to 6 (eV/Å):
C 0.3 1.0 -0.9
S -0.3 -0.3 0.3
H 0.1 -0.1 0.2
H -0.2 -0.4 0.2
H 0.1 -0.4 0.2
H 0.1 0.1 0.1

Output
- Relative energy (zero: lowest compared OMol25 entry of this formula, charge and spin): 21.4 kJ/mol
- Spin multiplicity: 2
- LUMO (spin up / spin down): 0.815 / -1.923 eV

---

DFT (ωB97M-V/def2-TZVPD) results for a gas-phase ion, C6H12N (charge +1).

Last column: Mulliken charge in e.
Positions of all 19 atoms, in Å:
C (1.587321, -2.039995, 0.046310)  -0.400
N (0.709172, -1.152374, -0.176534)  0.070
C (0.930348, 0.349412, -0.219188)  0.451
C (2.263034, 0.713089, -0.031088)  -0.953
C (-0.245891, 1.276291, 0.227265)  -0.230
C (-1.488023, 0.810491, -0.495318)  -0.595
C (-2.367426, -0.178669, 0.266109)  -1.229
H (1.832904, -2.299047, 1.005745)  0.410
H (2.443471, -2.126285, -0.689593)  0.370
H (-0.234722, -1.284418, -0.431926)  0.165
H (3.086550, 0.052037, -0.014573)  0.281
H (2.506661, 1.774660, -0.053614)  0.269
H (-0.305668, 1.266436, 1.403411)  0.278
H (0.153037, 2.240619, -0.075715)  0.363
H (-2.136996, 1.730805, -0.844241)  0.348
H (-1.218128, 0.266166, -1.443294)  0.372
H (-2.938579, -0.766300, -0.353341)  0.359
H (-2.964093, 0.284739, 1.029923)  0.361
H (-1.612973, -0.917658, 0.849662)  0.310

Forces on atoms 1 to 6 (eV/Å):
C 3.9 0.6 -3.1
N -2.0 3.9 -0.9
C 4.6 0.1 1.4
C -3.4 0.7 -1.4
C 1.1 -1.7 0.6
C -2.2 1.4 -1.6

Output
- Relative energy (zero: lowest compared OMol25 entry of this formula, charge and spin): 570.4 kJ/mol
- LUMO: -7.582 eV
- SMILES: C=[NH+]C(=C)CCC
- Total charge: +1

---

> Which of these has the lowest relative energy (zero: lowest compared OMol25 entry of this formula, charge and spin)?

C2H7S2

---

> The lowest relative energy (zero: lowest compared OMol25 entry of this formula, charge and spin) belongs to which entry?

C2H7S2